[1]
Computed, not measured: a structure of composition C23H37IrN7Si2 at a distorted geometry, with ωB97M-V/def2-TZVPD.

Spin multiplicity ... 1
Energy relative to the best compared isomer or geometry (same formula, charge and spin) ... 0.744 eV
Charge ... -1
E_HOMO ... -2.6 eV
Frontier orbital gap ... 5.2 eV

Atoms and positions in Å:
Ir  0.015  0.023  0.087
C  -3.092  -3.466  1.326
Si  -1.534  -2.995  0.354
C  -1.380  -4.215  -1.087
C  -0.087  -3.397  1.499
N  -1.521  -1.357  -0.146
C  -2.497  -0.768  -0.944
C  -3.563  -1.462  -1.518
C  -4.509  -0.836  -2.323
C  -4.386  0.516  -2.580
C  -3.325  1.233  -2.038
C  -2.366  0.638  -1.218
N  -1.327  1.327  -0.602
Si  -1.165  2.960  -0.117
C  -1.357  3.119  1.760
C  -2.499  4.113  -0.817
C  0.457  3.809  -0.531
H  -3.012  -4.497  1.686
H  -4.011  -3.378  0.748
H  -3.182  -2.811  2.196
H  -1.263  -5.237  -0.717
H  -0.509  -3.976  -1.701
H  -2.252  -4.191  -1.740
H  0.251  -4.420  1.322
H  -0.391  -3.317  2.541
H  0.769  -2.735  1.347
H  -3.665  -2.523  -1.332
H  -5.323  -1.411  -2.748
H  -5.106  1.028  -3.209
H  -3.239  2.283  -2.266
H  -2.357  2.809  2.074
H  -1.198  4.149  2.093
H  -0.630  2.479  2.262
H  -3.508  3.819  -0.525
H  -2.466  4.185  -1.905
H  -2.307  5.111  -0.412
H  1.272  3.253  -0.075
H  0.450  4.829  -0.137
H  0.627  3.856  -1.608
N  -1.507  -1.206  5.346
N  -0.732  -0.688  4.312
N  0.364  0.004  4.529
C  0.750  0.255  3.286
N  -0.075  -0.286  2.381
N  -1.032  -0.889  3.059
H  -1.685  -0.437  5.987
H  -2.383  -1.481  4.911
H  1.608  0.845  3.017
C  2.261  -1.657  -1.042
C  2.451  -0.215  -1.533
C  2.640  -0.250  -3.062
C  1.187  0.597  -1.200
C  3.707  0.410  -0.935
C  3.831  1.798  -0.879
C  4.977  2.404  -0.392
C  6.042  1.634  0.058
C  5.940  0.254  0.002
C  4.790  -0.347  -0.495
H  1.303  -2.035  -1.400
H  2.259  -1.713  0.053
H  3.047  -2.323  -1.409
H  1.761  -0.698  -3.528
H  3.526  -0.829  -3.343
H  2.754  0.762  -3.455
H  0.926  1.339  -1.969
H  3.006  2.407  -1.216
H  5.034  3.485  -0.357
H  6.937  2.104  0.447
H  6.760  -0.366  0.347
H  4.742  -1.428  -0.522


[2]
Computed, not measured: a structure of composition C23H37MgN8O4S at a distorted geometry, with ωB97M-V/def2-TZVPD.

Spin multiplicity ... 1
Energy relative to the best compared isomer or geometry (same formula, charge and spin) ... 2.507 eV
Charge ... -1
E_HOMO ... -2.4 eV
Frontier orbital gap ... 4.8 eV

Atoms and positions in Å:
Mg  0.179  -0.595  -0.203
N  -2.540  1.450  1.590
N  -3.363  0.583  0.761
C  -2.968  0.140  -0.463
O  -3.819  -0.276  -1.282
O  -1.719  0.090  -0.706
H  -1.747  0.890  1.859
H  -2.267  2.299  1.084
H  -4.362  0.723  0.783
N  -3.191  -2.530  0.302
C  -3.010  -2.373  1.683
C  -3.999  -2.168  2.670
C  -3.554  -2.313  3.970
C  -2.199  -2.624  4.235
C  -1.259  -2.662  3.216
C  -1.670  -2.567  1.889
N  -0.987  -2.771  0.720
C  -1.945  -2.729  -0.237
C  -1.699  -3.023  -1.653
C  -2.601  -3.627  -2.476
S  -1.941  -3.883  -4.003
C  -0.468  -3.112  -3.440
N  -0.508  -2.736  -2.212
H  -3.898  -2.064  -0.244
H  -5.067  -1.969  2.454
H  -4.293  -2.261  4.760
H  -1.818  -2.758  5.235
H  -0.221  -2.785  3.443
H  -3.580  -4.006  -2.236
H  0.383  -2.954  -4.090
C  2.880  1.661  -2.016
C  2.614  0.091  -1.928
C  4.025  -0.530  -2.130
C  1.836  -0.214  -3.212
N  1.903  -0.168  -0.766
H  3.534  2.115  -2.758
H  3.357  1.839  -1.028
H  1.928  2.187  -2.039
H  4.493  -0.209  -3.108
H  4.090  -1.613  -2.015
H  4.657  -0.052  -1.341
H  2.346  0.016  -4.213
H  0.880  0.300  -3.104
H  1.530  -1.270  -3.112
C  3.900  -1.004  1.113
N  2.897  -0.746  2.153
C  2.307  -1.993  2.607
C  1.878  0.185  1.749
O  0.643  -0.202  1.801
N  2.169  1.502  1.835
C  3.438  2.124  2.050
C  1.089  2.447  1.308
H  3.526  -1.723  0.357
H  4.909  -1.392  1.475
H  4.129  -0.127  0.566
H  3.055  -2.624  3.139
H  1.824  -2.609  1.864
H  1.516  -1.739  3.394
H  4.307  1.415  2.073
H  3.390  2.630  3.020
H  3.557  2.852  1.305
H  0.931  2.141  0.275
H  1.420  3.480  1.337
H  0.187  2.377  1.976
C  -3.066  3.322  -1.787
C  -2.401  4.551  -2.380
C  -0.953  4.734  -2.055
O  -3.009  5.401  -3.019
H  -2.675  2.384  -2.117
H  -4.131  3.343  -1.993
H  -2.981  3.295  -0.707
H  -0.693  4.157  -1.166
H  -0.788  5.815  -1.890
H  -0.322  4.457  -2.925


[3]
Computed, not measured: an isolated molecule of C23H37NO7 at a distorted geometry, with ωB97M-V/def2-TZVPD.

Spin multiplicity ... 1
E_HOMO ... -9.4 eV
Frontier orbital gap ... 10.2 eV
SMILES ... CC[C@H](C)NC(=O)CCC(=O)O[C@H]1O[C@H]2O[C@]3(C)CC[C@H]4[C@H](C)CC[C@@H]([C@@H]1C)[C@]24OO3

Atoms and positions in Å:
C  -4.268  -2.816  -2.095
C  -4.080  -1.439  -1.471
H  -3.870  -0.700  -2.248
H  -3.221  -1.466  -0.798
C  -5.292  -0.978  -0.650
N  -4.983  0.279  0.010
C  -4.401  0.332  1.224
O  -4.226  -0.649  1.918
C  -4.005  1.729  1.698
C  -3.289  2.557  0.624
C  -2.325  1.693  -0.163
O  -2.381  1.523  -1.351
O  -1.439  1.111  0.653
C  -0.419  0.340  0.066
O  0.573  1.255  -0.310
C  1.679  0.665  -0.947
O  2.532  1.687  -1.322
C  3.526  1.967  -0.325
O  3.013  1.700  0.941
O  2.857  0.299  1.136
C  2.359  -0.366  -0.021
C  1.313  -1.392  0.463
C  1.992  -2.343  1.447
C  3.184  -3.033  0.796
H  3.661  -3.688  1.527
C  4.211  -2.026  0.271
C  5.399  -2.781  -0.325
H  5.118  -3.261  -1.260
H  6.246  -2.126  -0.508
H  5.725  -3.553  0.369
H  4.557  -1.419  1.112
C  3.518  -1.101  -0.746
C  4.467  -0.115  -1.446
H  5.394  -0.624  -1.703
C  4.793  1.127  -0.619
H  5.501  1.743  -1.173
H  5.245  0.852  0.335
H  4.006  0.215  -2.379
H  3.068  -1.732  -1.521
H  2.839  -3.656  -0.034
H  1.281  -3.096  1.786
H  2.329  -1.766  2.308
C  0.098  -0.682  1.081
C  -1.010  -1.660  1.459
H  -1.242  -2.315  0.621
H  -0.709  -2.271  2.304
H  -1.915  -1.127  1.741
H  0.422  -0.121  1.962
H  0.974  -1.955  -0.415
C  3.794  3.467  -0.349
H  4.630  3.701  0.302
H  2.905  3.983  -0.001
H  4.009  3.766  -1.369
H  1.342  0.162  -1.872
H  -0.813  -0.168  -0.837
H  -2.719  3.354  1.103
H  -3.991  3.011  -0.078
H  -4.903  2.252  2.034
H  -3.351  1.588  2.558
H  -4.986  1.096  -0.580
C  -6.546  -0.790  -1.495
H  -7.345  -0.369  -0.888
H  -6.344  -0.117  -2.326
H  -6.884  -1.742  -1.891
H  -5.478  -1.703  0.149
H  -4.530  -3.545  -1.331
H  -3.347  -3.137  -2.575
H  -5.052  -2.804  -2.847


[4]
Computed, not measured: a structure of composition C23H38BF3HgN2O13S at a distorted geometry, with ωB97M-V/def2-TZVPD.

Spin multiplicity ... 1
Energy relative to the best compared isomer or geometry (same formula, charge and spin) ... 0.000 eV
E_HOMO ... -9.4 eV
Frontier orbital gap ... 7.9 eV

Atoms and positions in Å:
Hg  16.119  -21.869  -21.423
O  22.276  -22.641  -15.528
C  21.618  -21.921  -16.198
O  21.304  -22.069  -17.500
B  20.465  -20.964  -17.927
O  20.285  -20.068  -16.787
C  20.907  -20.596  -15.740
O  20.937  -20.226  -14.614
O  19.125  -21.431  -18.396
C  18.980  -21.113  -19.647
O  17.991  -21.407  -20.294
C  20.264  -20.392  -20.140
O  21.043  -20.295  -19.126
O  20.428  -20.038  -21.275
C  16.799  -20.146  -25.488
F  17.699  -20.614  -26.331
F  17.244  -19.106  -24.829
F  15.730  -19.773  -26.185
S  16.319  -21.592  -24.361
O  17.421  -21.766  -23.364
O  15.213  -21.115  -23.497
O  16.061  -22.746  -25.185
C  17.059  -26.479  -20.894
C  16.958  -25.190  -21.696
C  17.069  -25.412  -23.215
C  15.810  -26.129  -23.684
C  14.614  -25.243  -23.424
C  14.429  -24.812  -21.944
N  15.753  -24.368  -21.380
O  15.647  -24.001  -20.017
C  13.501  -23.617  -21.908
C  13.828  -26.010  -21.174
C  18.220  -24.383  -21.312
H  18.035  -26.928  -21.049
H  16.291  -27.223  -21.110
H  16.884  -26.277  -19.832
H  17.224  -24.503  -23.793
H  17.968  -26.026  -23.294
H  15.849  -27.135  -23.258
H  15.853  -26.350  -24.755
H  13.697  -25.685  -23.819
H  14.699  -24.305  -23.975
H  13.382  -23.266  -20.878
H  13.880  -22.769  -22.482
H  12.517  -23.846  -22.319
H  14.362  -26.944  -21.339
H  13.876  -25.909  -20.085
H  12.797  -26.117  -21.503
H  19.159  -24.902  -21.484
H  18.122  -24.080  -20.264
H  18.319  -23.425  -21.831
H  15.593  -24.811  -19.477
C  14.905  -21.045  -18.500
C  14.877  -19.497  -18.717
C  15.914  -18.924  -17.742
C  16.576  -17.623  -18.217
C  17.061  -17.683  -19.668
C  15.987  -18.191  -20.655
N  15.423  -19.439  -20.121
O  14.521  -20.030  -21.046
C  14.951  -17.076  -20.786
C  16.698  -18.435  -21.974
C  13.465  -18.962  -18.619
H  14.139  -21.620  -19.030
H  14.587  -21.256  -17.468
H  15.911  -21.437  -18.630
H  15.465  -18.610  -16.797
H  16.669  -19.673  -17.511
H  17.466  -17.498  -17.596
H  15.949  -16.743  -18.061
H  17.911  -18.371  -19.662
H  17.359  -16.693  -20.012
H  13.991  -17.411  -21.207
H  14.703  -16.409  -19.964
H  15.283  -16.399  -21.583
H  17.355  -17.624  -22.276
H  17.262  -19.369  -22.025
H  15.920  -18.584  -22.733
H  13.522  -17.870  -18.574
H  12.938  -19.345  -17.747
H  12.865  -19.154  -19.508
H  13.995  -19.344  -21.495


[5]
Computed, not measured: a cluster of 5 separate species, C23H38BrCl8FN2O2S in total at a distorted geometry, with ωB97M-V/def2-TZVPD.

Spin multiplicity ... 1
E_HOMO ... -9.2 eV
Frontier orbital gap ... 9.5 eV
SMILES ... CCSC[C@](C#N)(CCCCCCCCCOC)[C@](F)(C#N)CC(=O)Br.ClCCl.ClCCl.ClCCl.ClCCl

Atoms and positions in Å:
C  -2.703  -1.783  2.910
C  -2.119  -0.718  3.848
S  -0.514  -0.105  3.289
C  0.568  -1.542  3.636
C  1.811  -1.662  2.702
C  1.755  -0.602  1.675
N  1.766  0.284  0.947
C  1.762  -3.003  1.931
C  0.553  -3.120  0.988
C  0.842  -2.731  -0.486
C  -0.224  -1.737  -0.986
C  0.220  -0.756  -2.106
C  -0.376  0.630  -1.786
C  -0.669  1.498  -3.025
C  -1.925  2.379  -2.875
C  -2.133  2.937  -1.472
O  -3.127  2.154  -0.789
C  -2.828  1.916  0.566
C  3.136  -1.489  3.490
F  4.191  -2.019  2.756
C  3.069  -2.284  4.737
N  2.911  -2.824  5.735
C  3.453  -0.023  3.887
C  4.453  0.661  2.991
O  4.640  0.497  1.842
Br  5.529  2.005  3.950
H  -3.783  -1.827  3.050
H  -2.495  -1.540  1.872
H  -2.309  -2.763  3.174
H  -2.094  -1.070  4.877
H  -2.780  0.147  3.830
H  -0.059  -2.420  3.510
H  0.854  -1.466  4.680
H  1.686  -3.788  2.687
H  2.674  -3.147  1.358
H  -0.316  -2.577  1.353
H  0.276  -4.175  0.989
H  1.836  -2.298  -0.554
H  0.832  -3.625  -1.103
H  -1.067  -2.302  -1.383
H  -0.511  -1.124  -0.135
H  1.299  -0.701  -2.177
H  -0.210  -1.074  -3.056
H  0.329  1.180  -1.168
H  -1.306  0.468  -1.246
H  -0.715  0.889  -3.928
H  0.172  2.182  -3.169
H  -2.804  1.821  -3.185
H  -1.785  3.235  -3.538
H  -2.531  3.954  -1.523
H  -1.222  2.946  -0.874
H  -1.807  1.545  0.702
H  -3.507  1.141  0.919
H  -2.946  2.817  1.177
H  3.887  -0.030  4.885
H  2.534  0.557  3.975
C  9.497  1.704  4.122
Cl  10.733  1.537  5.374
Cl  9.291  3.382  3.607
H  9.794  1.115  3.262
H  8.553  1.348  4.518
C  3.747  -2.874  -3.762
Cl  2.514  -1.653  -4.096
Cl  3.458  -3.643  -2.200
H  3.709  -3.628  -4.538
H  4.720  -2.400  -3.742
C  -5.219  2.634  -5.183
Cl  -5.839  1.413  -4.062
Cl  -3.719  2.113  -5.959
H  -5.965  2.808  -5.946
H  -5.025  3.545  -4.629
C  -9.278  3.272  -6.188
Cl  -7.893  4.280  -6.639
Cl  -10.791  4.178  -6.219
H  -9.348  2.452  -6.893
H  -9.116  2.898  -5.184


[6]
Computed, not measured: a structure of composition C23H38Cl2N3NdO4 at a distorted geometry, with ωB97M-V/def2-TZVPD.

Spin multiplicity ... 4
E_HOMO (alpha / beta) ... -5.4 / -5.4 eV
Frontier orbital gap (alpha / beta) ... 5.6 / 5.6 eV
⟨S²⟩ ... 3.7543

Atoms and positions in Å:
O  0.378  -1.978  -3.783
C  1.202  -1.095  -3.857
C  2.695  -1.158  -3.600
C  3.215  -1.616  -2.382
H  2.576  -1.623  -1.495
C  4.526  -2.071  -2.340
H  4.914  -2.528  -1.427
C  5.343  -1.976  -3.473
H  6.361  -2.398  -3.459
C  4.905  -1.216  -4.563
H  5.598  -1.021  -5.374
C  3.600  -0.728  -4.594
H  3.268  -0.046  -5.372
H  0.903  -0.032  -4.062
C  0.504  2.845  -2.635
C  1.358  2.321  -1.529
H  1.116  3.181  -3.482
H  -0.192  3.618  -2.309
H  -0.092  2.035  -3.082
C  2.684  2.239  -1.431
C  3.566  3.458  -1.602
H  3.270  1.314  -1.209
H  4.379  3.253  -2.331
H  4.026  3.733  -0.635
H  2.955  4.302  -1.973
Nd  0.313  1.094  0.162
Cl  2.344  -0.160  1.266
Cl  0.671  3.552  0.896
C  -0.038  1.804  3.327
O  -0.705  1.159  2.479
N  -0.578  2.392  4.390
C  -2.037  2.453  4.584
C  0.280  3.077  5.350
H  1.047  1.920  3.160
H  -2.535  1.992  3.726
H  -2.367  3.487  4.697
H  -2.335  1.936  5.497
H  1.323  2.989  5.019
H  0.187  2.627  6.346
H  0.014  4.139  5.427
H  -4.924  2.427  -1.482
H  -5.153  0.137  -3.016
C  -4.009  2.542  -2.074
C  -4.161  0.426  -3.395
N  -3.453  1.242  -2.420
H  -3.279  3.111  -1.492
C  -2.381  0.784  -1.779
O  -1.804  1.459  -0.884
H  -3.562  -0.476  -3.576
H  -2.010  -0.210  -2.087
H  -4.261  3.077  -2.992
H  -4.287  0.987  -4.331
O  -0.912  -1.108  0.348
C  -1.264  -1.885  1.271
C  -2.047  -3.139  0.964
C  -1.308  -4.426  1.317
C  -1.392  -4.811  2.795
C  -0.728  -3.817  3.739
C  -1.388  -2.441  3.707
N  -0.973  -1.642  2.557
H  -3.002  -3.088  1.508
H  -2.251  -3.109  -0.111
H  -1.756  -5.231  0.724
H  -0.258  -4.354  1.008
H  -2.447  -4.927  3.086
H  -0.911  -5.787  2.927
H  -0.793  -4.192  4.767
H  0.337  -3.716  3.500
H  -2.488  -2.555  3.729
H  -1.101  -1.878  4.606
H  -0.675  -0.681  2.761


How do the records compare in E? In the order shown, they have -53477.0024; -60843.7196; -40273.7351; -77905.8005; -215315.1708; -77451.9326 eV.